9
Properties=species:S:1:pos:R:3:mulliken_charge:R:1 method="wB97M-V/def2-TZVPD" gap_ev=10.2 total_charge=0 smiles="C#C[C@H]1N=C1O"
C -1.0130 -1.4578 -1.5693 0.38
C -0.7044 -0.4666 -0.9587 -0.57
C -0.2907 0.7166 -0.2335 -0.32
N -0.5956 0.7920 1.2987 -0.50
C 0.5755 0.6087 0.8975 0.36
O 1.8204 0.3730 1.2598 -0.44
H -1.2917 -2.3382 -2.1054 0.39
H -0.3479 1.6558 -0.7792 0.33
H 1.8474 0.1165 2.1901 0.37

=====

110
Properties=species:S:1:pos:R:3:mulliken_charge:R:1 method="wB97M-V/def2-TZVPD" gap_ev=7.2 total_charge=0
Li 1.2372 -1.1933 -0.7565 0.80
C -2.2068 -3.7437 0.7277 -0.97
C -2.2869 -4.6517 -0.3110 -0.92
C -1.2717 -4.6800 -1.2538 -1.01
C -0.2167 -3.7884 -1.1240 0.68
N -0.1526 -2.8872 -0.1394 0.99
C -1.1219 -2.8790 0.7694 -0.64
C 0.9190 -3.7707 -2.0904 0.69
C 1.2285 -4.8516 -2.9087 -1.23
C 2.2960 -4.7304 -3.7804 -1.11
C 3.0202 -3.5509 -3.8158 -0.99
C 2.6575 -2.5223 -2.9542 0.57
N 1.6352 -2.6504 -2.1109 0.92
C 3.3712 -1.2098 -2.8987 0.59
C 4.4187 -0.8881 -3.7541 -1.35
C 5.0052 0.3622 -3.6493 -0.54
C 4.5274 1.2531 -2.7036 -1.01
C 3.4823 0.8435 -1.8898 -0.19
N 2.9268 -0.3565 -1.9753 0.64
H -2.9713 -3.6859 1.4903 0.56
H -3.1288 -5.3264 -0.3954 0.46
H -1.3180 -5.3653 -2.0881 0.45
H -1.0214 -2.1382 1.5549 0.61
H 0.6594 -5.7681 -2.8559 0.43
H 2.5652 -5.5524 -4.4305 0.43
H 3.8512 -3.4469 -4.4972 0.41
H 4.7726 -1.5889 -4.4959 0.41
H 5.8208 0.6370 -4.3055 0.43
H 4.9478 2.2433 -2.5970 0.42
H 3.0653 1.5027 -1.1357 0.41
Se -4.9137 0.0514 -1.7069 -0.43
P -3.6296 1.7210 -1.5941 0.63
C -3.9722 2.8247 -0.1939 0.50
C -5.0268 2.5559 0.6691 -0.71
C -5.2982 3.4203 1.7199 -0.60
C -4.5188 4.5518 1.9129 -0.86
C -3.4726 4.8324 1.0429 -0.76
C -3.2114 3.9760 -0.0139 -0.20
C -3.7954 2.8146 -3.0446 0.67
C -4.5078 4.0066 -2.9510 -0.14
C -4.7229 4.7870 -4.0784 -0.76
C -4.2318 4.3807 -5.3088 -0.42
C -3.5360 3.1830 -5.4106 -0.75
C -3.3238 2.3967 -4.2905 -0.54
C -1.8895 1.2242 -1.4847 0.46
C -0.9251 1.0174 -0.4921 -1.10
N 0.0865 0.3463 -1.0738 0.68
N -0.2101 0.1809 -2.3550 -0.70
N -1.3868 0.6950 -2.6217 -0.51
P -0.6978 1.4268 1.2351 0.81
Se 0.7931 0.2864 2.2180 -0.28
C -0.1798 3.1688 1.2721 0.62
C 0.1274 3.8305 0.0881 -0.35
C 0.6258 5.1266 0.1192 -0.68
C 0.8192 5.7685 1.3321 -0.58
C 0.5430 5.1010 2.5191 -0.98
C 0.0664 3.8014 2.4902 -0.65
C -2.3116 1.1888 2.0202 0.62
C -3.0709 0.0945 1.6130 -0.05
C -4.2368 -0.2332 2.2879 -1.37
C -4.6473 0.5228 3.3751 -0.64
C -3.8977 1.6204 3.7778 -0.93
C -2.7334 1.9529 3.1055 -0.57
H -5.6190 1.6626 0.5109 0.32
H -6.1148 3.2013 2.3957 0.46
H -4.7300 5.2215 2.7372 0.40
H -2.8618 5.7152 1.1833 0.42
H -2.4169 4.2102 -0.7090 0.70
H -4.9096 4.3323 -1.9997 0.32
H -5.2793 5.7112 -3.9905 0.40
H -4.3965 4.9913 -6.1874 0.38
H -3.1604 2.8539 -6.3709 0.40
H -2.7870 1.4626 -4.3700 0.46
H -0.0228 3.3328 -0.8618 0.59
H 0.8627 5.6320 -0.8084 0.48
H 1.2044 6.7798 1.3559 0.42
H 0.7216 5.5862 3.4698 0.46
H -0.0733 3.2618 3.4177 0.47
H -2.7703 -0.4944 0.7558 0.93
H -4.8338 -1.0662 1.9401 0.51
H -5.5589 0.2675 3.9004 0.40
H -4.2234 2.2244 4.6151 0.47
H -2.1670 2.8167 3.4230 0.22
C 4.6759 -3.0249 -0.0743 -1.76
P 3.1985 -2.2619 0.7290 2.44
C 2.4594 -3.7192 1.5508 -0.07
C 2.4450 -4.9594 0.9153 -0.48
C 1.7168 -6.0191 1.4406 -0.59
C 0.9955 -5.8543 2.6132 -0.59
C 1.0097 -4.6246 3.2591 -0.75
C 1.7297 -3.5658 2.7300 -0.49
C 4.0482 -1.4123 2.1125 -0.09
C 4.0643 -0.0211 2.1127 -0.22
C 4.7517 0.6785 3.0962 -0.73
C 5.4214 -0.0108 4.0948 -0.50
C 5.4036 -1.4008 4.1105 -0.75
C 4.7224 -2.0956 3.1243 -0.29
H 5.3529 -2.2187 -0.3608 0.40
H 4.3983 -3.5694 -0.9779 0.47
H 5.1933 -3.7000 0.6083 0.48
H 2.9933 -5.1049 -0.0080 0.26
H 1.7144 -6.9747 0.9312 0.45
H 0.4270 -6.6790 3.0232 0.39
H 0.4494 -4.4856 4.1750 0.42
H 1.7121 -2.6042 3.2307 0.40
H 3.5082 0.5158 1.3537 0.40
H 4.7468 1.7608 3.0905 0.44
H 5.9497 0.5318 4.8684 0.38
H 5.9195 -1.9415 4.8937 0.41
H 4.7044 -3.1795 3.1467 0.38

=====

176
Properties=species:S:1:pos:R:3:mulliken_charge:R:1 method="wB97M-V/def2-TZVPD" gap_ev=7.7 total_charge=0
Hg 2.7177 1.3267 1.2988 4.46
C -1.5269 0.3243 0.3619 -0.47
C -0.0951 -0.1684 0.1235 1.88
C -0.0332 -1.2182 -0.9720 -0.36
O 0.8307 0.8662 0.0846 -1.07
H -2.1973 -0.5394 0.4046 -0.04
H -1.8250 0.8342 -0.5666 -0.11
H -1.6636 0.9631 1.2319 0.07
H 0.1726 -0.6381 1.0956 -1.49
H -0.9456 -1.8043 -1.0848 0.65
H 0.8167 -1.9043 -0.9575 -0.05
H 0.1481 -0.7193 -1.9366 -0.88
C 2.7868 -2.8066 1.9501 -1.25
C 3.5996 -1.8271 2.8034 0.46
C 5.1211 -2.1430 2.6092 -1.50
O 3.4303 -0.4855 2.5442 -1.07
H 3.0753 -2.7834 0.8935 0.45
H 1.7231 -2.5412 1.9084 -0.05
H 2.8549 -3.7956 2.4072 0.55
H 3.3807 -2.0372 3.8673 0.08
H 5.7572 -1.8694 3.4533 0.37
H 5.5413 -1.5845 1.7716 0.22
H 5.1868 -3.2233 2.4365 0.33
C -0.9868 -0.0941 5.7782 -1.22
C 0.2908 -0.6805 5.2130 0.21
C 0.1712 -2.2228 5.1031 -0.46
O -0.2408 -2.8270 6.2932 -0.44
C 0.6854 -2.8301 7.3458 -0.70
N 0.5163 -0.0663 3.9151 0.63
H -1.3776 -0.5114 6.7029 0.36
H -1.8202 -0.1347 5.0590 0.01
H -0.9707 1.0015 5.8353 0.28
H 1.1624 -0.4825 5.8425 0.44
H 1.1398 -2.5846 4.7246 0.33
H -0.5671 -2.4298 4.3222 0.24
H 0.4262 -3.6464 8.0186 0.28
H 0.6263 -1.9094 7.9391 0.26
H 1.7297 -2.9487 7.0393 0.28
H 1.3702 -0.4107 3.4538 0.01
H -0.2046 -0.2843 3.2283 -0.55
C 5.9355 -0.1765 -0.9734 -1.76
C 4.5314 -0.1036 -1.5851 0.51
C 4.2501 -1.2681 -2.5333 -1.21
O 2.8685 -1.3243 -2.8528 0.02
C 2.5434 -1.1287 -4.2080 -0.70
N 3.5433 -0.0589 -0.4896 0.83
H 6.1354 -1.1911 -0.6244 0.41
H 6.0014 0.5156 -0.1355 0.22
H 6.6648 0.0988 -1.7374 0.46
H 4.4459 0.8295 -2.1536 0.53
H 4.5201 -2.1753 -1.9759 0.22
H 4.8251 -1.2470 -3.4626 0.50
H 3.0691 -0.2914 -4.6843 0.43
H 1.4832 -0.8766 -4.2200 -0.10
H 2.7485 -2.0099 -4.8251 0.33
H 3.6358 -0.9806 -0.0562 -0.66
H 2.6188 -0.0509 -0.9318 -0.46
C -1.9194 0.2982 -4.9150 -0.61
C -2.9271 -0.8397 -5.0122 0.45
C -2.2816 -2.0736 -5.7078 -0.66
O -2.8814 -3.2647 -5.2971 -0.45
C -2.0746 -4.2332 -4.6647 -0.36
N -3.4895 -1.1885 -3.6686 -0.51
H -2.4321 1.2601 -4.8871 0.41
H -1.3283 0.3008 -5.8351 0.14
H -1.2885 0.2015 -4.0321 -0.24
H -3.8057 -0.5052 -5.5744 0.23
H -1.2203 -2.0786 -5.4054 0.21
H -2.1617 -1.9100 -6.7833 0.42
H -1.4521 -4.8541 -5.3128 0.32
H -2.7001 -4.9165 -4.0930 0.24
H -1.4752 -3.6733 -3.9327 0.03
H -2.6855 -1.2613 -3.0411 0.05
H -3.6890 -2.1759 -3.8653 0.35
C -0.4960 3.3998 3.5688 -1.78
C 0.7576 3.4847 2.6769 1.32
C 1.2571 4.9486 2.7175 -0.98
O 1.7157 5.2933 1.4327 -0.08
C 1.9945 6.6739 1.2575 -1.04
N 1.7669 2.4708 3.1580 -0.19
H -1.0026 2.4332 3.5518 0.24
H -1.2556 4.0765 3.1669 0.62
H -0.2551 3.6245 4.6104 0.28
H 0.4946 3.1967 1.6565 -0.61
H 1.9828 5.0179 3.5383 0.34
H 0.3806 5.5762 2.9134 0.45
H 2.8473 7.0137 1.8596 0.32
H 1.1283 7.2300 1.6328 0.37
H 2.2334 6.8204 0.2085 0.27
H 1.1343 1.7723 3.5815 -0.12
H 2.1625 2.9208 3.9861 0.40
C -6.4607 2.3635 0.2296 -0.69
C -5.2343 3.2648 0.1915 0.28
C -4.2945 3.1409 1.3865 0.18
O -4.8574 3.4314 2.6589 -0.35
C -5.5491 4.6532 2.7455 -0.80
N -4.5498 3.0215 -1.0849 -0.74
H -6.1369 1.3350 0.4207 -0.61
H -6.9395 2.2290 -0.7378 0.52
H -7.1012 2.6639 1.0572 0.31
H -5.5798 4.3031 0.1711 0.44
H -3.3709 3.7315 1.3375 0.34
H -3.9844 2.0900 1.3960 -0.43
H -4.8664 5.4922 2.5567 0.30
H -5.8110 4.7445 3.8023 0.30
H -6.4809 4.7278 2.1811 0.27
H -3.8918 2.2359 -1.0604 0.16
H -3.8211 3.7296 -1.2185 0.32
C -5.9654 -2.8267 -1.0598 -1.53
C -6.2162 -2.1574 0.2775 0.91
C -4.9432 -1.5666 0.8571 -0.41
O -5.2013 -1.1536 2.2156 -0.40
C -4.1531 -1.4127 3.1147 -0.50
N -7.1836 -1.0727 0.0866 -0.82
H -6.8798 -3.1398 -1.5658 0.42
H -5.2905 -3.6869 -1.0914 0.42
H -5.4727 -2.1499 -1.7724 0.14
H -6.6434 -2.9385 0.9109 0.27
H -4.7789 -0.5614 0.4439 -0.12
H -4.0054 -2.1184 0.7482 0.42
H -3.9423 -2.4897 3.1361 0.34
H -4.3647 -0.9943 4.0936 0.39
H -3.1985 -0.9810 2.7721 -0.08
H -6.7284 -0.3905 -0.5348 0.31
H -7.0368 -0.4305 0.8763 0.41
C 4.4487 4.4586 -1.6296 -1.59
C 4.3460 3.3614 -0.5734 1.22
C 5.0006 3.7084 0.7823 -1.20
O 4.7018 2.6526 1.6595 0.04
C 5.4521 2.6212 2.8504 -1.15
N 2.9205 3.1552 -0.2493 1.00
H 5.4708 4.6787 -1.9397 0.42
H 4.0920 5.3711 -1.1340 0.27
H 3.7443 4.2546 -2.4328 0.29
H 4.8506 2.4495 -0.8899 -0.29
H 4.5821 4.6490 1.1781 0.23
H 6.0652 3.9512 0.6735 0.47
H 6.4823 2.3079 2.6430 0.33
H 5.0184 1.9039 3.5429 0.18
H 5.5700 3.5906 3.3486 0.33
H 2.6157 4.0271 0.1726 -0.51
H 2.3276 2.9585 -1.0583 -0.35
C 0.6771 -9.2633 -0.9938 -1.47
C -0.2239 -8.0829 -0.6564 0.71
C 0.5007 -6.7490 -0.6499 -0.93
O -0.3236 -5.8009 -0.0154 -0.38
C 0.1938 -4.4964 -0.0718 -0.38
N -1.2121 -7.9955 -1.7724 -0.75
H 1.5260 -9.3599 -0.3099 0.36
H 1.1502 -9.2122 -1.9754 0.33
H 0.0786 -10.1735 -0.9368 0.37
H -0.7323 -8.2951 0.2876 0.31
H 0.8119 -6.5352 -1.6814 0.35
H 1.4540 -6.8019 -0.1005 0.34
H -0.6041 -3.7625 0.0069 0.09
H 0.7757 -4.2791 -0.9753 0.32
H 0.9008 -4.2699 0.7378 0.26
H -1.8421 -8.7790 -1.6221 0.25
H -1.7399 -7.1409 -1.6134 0.26
C 0.3534 4.3651 -2.4940 -1.78
C 0.4213 3.0365 -3.2495 1.50
C 0.7789 3.2668 -4.7101 -1.29
O 0.7751 2.0277 -5.3661 0.02
C 1.1430 2.1188 -6.7278 -1.03
N 1.5307 2.2172 -2.6900 0.14
H 1.2896 4.9297 -2.5677 0.24
H 0.2941 4.1662 -1.4219 0.25
H -0.4377 4.9768 -2.9269 0.55
H -0.5332 2.5133 -3.1409 -0.13
H 1.7570 3.7594 -4.8293 0.38
H 0.0899 4.0126 -5.1392 0.54
H 0.9551 1.1838 -7.2522 0.25
H 2.2354 2.2402 -6.7513 0.35
H 0.6628 2.9636 -7.2250 0.35
H 1.2222 1.7552 -1.8210 -0.59
H 1.6556 1.5135 -3.4136 -0.01

=====

19
Properties=species:S:1:pos:R:3:mulliken_charge:R:1 method="wB97M-V/def2-TZVPD" gap_ev=10.7 total_charge=0 smiles="NC(=O)CCCO.O"
N 0.1185 -2.9509 -0.6737 -0.41
C 0.3741 -1.6243 -0.6727 0.37
O 1.4533 -1.1980 -1.0480 -0.62
C -0.6985 -0.6269 -0.1950 -0.20
C -0.2713 0.0030 1.0992 -0.61
C -0.3297 1.5204 1.2023 -0.39
O -0.0134 1.9379 2.5276 -0.57
H -0.7831 -3.3638 -0.6534 0.20
H 0.9692 -3.4712 -0.8333 0.24
H -0.7428 0.0569 -1.0451 0.17
H -1.6659 -1.1214 -0.1127 0.35
H -0.7776 -0.4746 1.9554 0.35
H 0.7247 -0.2377 1.4981 0.30
H 0.4731 1.8922 0.5592 0.25
H -1.3053 1.9561 1.0108 0.28
H 0.8928 1.8990 2.8090 0.31
O 0.3643 2.3446 -2.4364 -0.65
H 0.3195 1.6724 -3.1471 0.33
H 0.8979 1.7862 -1.8442 0.32

=====

11
Properties=species:S:1:pos:R:3:mulliken_charge:R:1 method="wB97M-V/def2-TZVPD" gap_ev=9.1 total_charge=0
C -0.2598 -0.8586 0.0427 0.38
C 0.2617 -2.1035 -0.1222 -0.85
C 0.2462 0.6376 0.0851 -0.60
C -1.0959 1.1999 -0.1029 -0.44
S -1.9583 -0.3871 0.0284 -0.18
H -0.4974 -2.8229 -0.2063 0.23
H 1.2673 -2.2128 -0.0900 0.33
H 0.5295 0.9230 1.0372 0.23
H 1.0177 0.9399 -0.6024 0.30
H -1.3440 2.0353 0.5949 0.30
H -1.3217 1.5508 -1.0401 0.30

=====

55
Properties=species:S:1:pos:R:3:mulliken_charge:R:1 method="wB97M-V/def2-TZVPD" gap_ev=8.3 total_charge=0 smiles="COc1cccc(N2CCN(c3ccc(S(=O)(=O)N4CCCC4)cc3)CC2)c1"
C 7.7428 2.7353 0.1369 -0.89
O 6.5227 2.1539 0.5245 -0.40
C 6.2466 0.8842 0.1037 -0.07
C 7.0794 0.1093 -0.6907 -0.61
C 6.6644 -1.1672 -1.0376 -0.85
C 5.4544 -1.6714 -0.6170 -0.69
C 4.5939 -0.8955 0.1722 1.16
N 3.4042 -1.4478 0.6373 0.08
C 2.5902 -0.7426 1.5981 -1.63
C 1.5895 0.2245 0.9414 -0.46
N 0.7731 -0.5254 0.0111 0.26
C -0.5396 -0.1958 -0.2328 0.79
C -1.0988 1.0119 0.2142 -0.44
C -2.4332 1.2963 0.0068 -0.94
C -3.2430 0.3893 -0.6497 0.12
S -4.9726 0.7608 -0.9111 1.27
O -5.1365 2.1851 -0.8854 -0.73
O -5.4227 0.0266 -2.0576 -0.73
N -5.8344 0.1657 0.3954 -0.01
C -5.5224 0.7543 1.6775 -0.77
C -4.5189 -0.1981 2.3554 -0.40
C -4.7053 -1.5417 1.6277 -0.38
C -5.7980 -1.2674 0.5766 -0.79
C -2.7147 -0.8020 -1.1132 -0.94
C -1.3848 -1.0961 -0.9039 -0.45
C 1.5825 -1.2120 -0.9741 -0.64
C 2.5528 -2.1765 -0.2784 -0.99
C 5.0157 0.3836 0.5221 -0.09
H 7.7491 3.7308 0.5782 0.25
H 7.8194 2.8227 -0.9519 0.35
H 8.5981 2.1666 0.5162 0.35
H 8.0338 0.4720 -1.0352 0.41
H 7.3121 -1.7828 -1.6445 0.36
H 5.1870 -2.6823 -0.8805 0.43
H 3.2259 -0.2132 2.3066 0.56
H 2.0202 -1.4985 2.1509 0.45
H 0.9610 0.6503 1.7231 0.61
H 2.1312 1.0336 0.4298 0.33
H -0.4822 1.7515 0.6989 0.45
H -2.8545 2.2378 0.3224 0.46
H -6.4479 0.8167 2.2582 0.38
H -5.1415 1.7608 1.5173 0.36
H -3.4999 0.1669 2.2310 0.12
H -4.7229 -0.2816 3.4214 0.41
H -3.7774 -1.8489 1.1464 0.12
H -5.0135 -2.3328 2.3091 0.40
H -6.7771 -1.5892 0.9448 0.38
H -5.6157 -1.7375 -0.3876 0.36
H -3.3569 -1.4850 -1.6465 0.45
H -1.0013 -2.0427 -1.2509 0.37
H 0.9533 -1.7513 -1.6782 0.50
H 2.1772 -0.4751 -1.5388 0.20
H 3.1475 -2.6928 -1.0287 0.38
H 1.9851 -2.9173 0.2944 0.34
H 4.4137 1.0429 1.1251 0.42

=====

no.,LUMO energy (eV)
1,0.477
2,-0.136
3,0.326
4,0.683
5,0.934
6,0.548